The following is a quantum chemistry calculation of a structure of composition C10H21BILiN5OPS, from the Open Molecules 2025 dataset.

XYZ file:
```
42
Properties=species:S:1:pos:R:3:forces:R:3
Li -0.003803 -0.074234 0.372909 -0.74 0.25 0.23
C 2.229137 -1.879161 1.620229 0.04 -0.10 -0.11
P 1.475128 -0.676853 2.706849 -0.16 0.35 -0.25
C 2.771585 -0.090830 3.785496 0.16 0.12 0.11
C 0.336122 -1.584317 3.746569 -0.12 -0.06 0.13
O 0.797044 0.453559 1.964780 0.20 -0.39 0.19
H 2.745383 -2.644553 2.202105 0.00 0.00 -0.02
H 2.939407 -1.384733 0.954485 0.02 -0.01 0.01
H 1.459842 -2.356038 1.007950 0.00 0.00 0.03
H 3.195090 -0.912665 4.364703 0.00 0.03 -0.02
H 2.361200 0.658560 4.462888 0.02 -0.01 0.00
H 3.555514 0.366514 3.180990 -0.01 0.01 0.02
H 0.848532 -2.396350 4.264341 -0.02 0.01 0.00
H -0.463212 -1.995843 3.130024 0.00 0.00 -0.01
H -0.101712 -0.904507 4.477867 -0.01 -0.01 0.00
S -1.763461 -1.880768 0.424976 -0.02 0.05 -0.13
C -2.173429 -1.367883 -1.128945 0.34 0.01 -0.27
N -3.423442 -1.259777 -1.619871 -0.14 -0.01 0.07
C -3.431954 -0.937457 -3.044538 0.01 0.05 0.07
C -1.982775 -0.466072 -3.265519 -0.03 -0.10 0.14
N -1.308233 -1.000495 -2.087074 -0.34 -0.13 0.09
H -4.188717 -1.691735 -1.132964 -0.02 0.00 -0.02
H -4.155942 -0.155786 -3.266268 -0.03 0.00 -0.01
H -3.668959 -1.814441 -3.647729 0.01 -0.07 0.00
H -1.907039 0.621872 -3.299061 0.00 0.05 0.05
H -1.554721 -0.874536 -4.177060 0.02 0.01 -0.04
H -0.364939 -0.721795 -1.830997 0.09 0.00 -0.19
B 3.815689 -0.073242 -1.633973 -0.05 0.00 0.08
C 2.258372 0.064508 -1.352451 0.33 0.02 -0.22
N 1.122064 0.157234 -1.144787 0.38 -0.09 -0.07
H 3.949884 -0.442175 -2.782392 -0.05 0.04 0.08
H 4.323705 1.012803 -1.436397 -0.07 -0.06 -0.01
H 4.242383 -0.909569 -0.854019 -0.06 0.05 -0.03
I -3.417700 4.818157 -1.943555 -0.09 0.09 -0.07
C -2.165672 3.514694 -0.976534 0.03 -0.14 0.07
C -0.902139 3.765487 -0.497497 0.05 -0.05 0.06
N -0.479300 2.616528 0.056868 0.01 -0.08 -0.05
N -1.377305 1.621413 -0.044654 0.33 0.36 0.04
C -2.412320 2.166363 -0.664816 -0.09 -0.16 0.05
H -0.298549 4.657299 -0.510982 -0.01 -0.03 0.00
H 0.422797 2.415097 0.464525 -0.04 0.00 0.04
H -3.303563 1.585720 -0.846473 0.03 0.00 -0.04
```
Forces are in eV/Å.

Computed properties:
- Molecular weight: 435.01 g mol⁻¹
- Frontier orbital gap: 0.33863 Eh
- Highest occupied orbital energy: -8.8 eV
- Charge: 0
- 2S+1: 1

What are the natural (NBO) partial charges on each atom? They are as follows, in elementary charge units: number 1, Li, carries 0.812; number 2, C, carries -1.040; number 3, P, carries 1.952; number 4, C, carries -1.014; number 5, C, carries -1.017; number 6, O, carries -1.170; number 7, H, carries 0.247; number 8, H, carries 0.288; number 9, H, carries 0.265; number 10, H, carries 0.245; number 11, H, carries 0.254; number 12, H, carries 0.263; number 13, H, carries 0.243; number 14, H, carries 0.265; number 15, H, carries 0.253; number 16, S, carries -0.346; number 17, C, carries 0.333; number 18, N, carries -0.599; number 19, C, carries -0.225; number 20, C, carries -0.225; number 21, N, carries -0.602; number 22, H, carries 0.420; number 23, H, carries 0.209; number 24, H, carries 0.196; number 25, H, carries 0.205; number 26, H, carries 0.215; number 27, H, carries 0.452; number 28, B, carries -0.583; number 29, C, carries 0.401; number 30, N, carries -0.743; number 31, H, carries 0.018; number 32, H, carries 0.010; number 33, H, carries -0.010; number 34, I, carries 0.184; number 35, C, carries -0.321; number 36, C, carries -0.052; number 37, N, carries -0.311; number 38, N, carries -0.295; number 39, C, carries -0.070; number 40, H, carries 0.235; number 41, H, carries 0.439; number 42, H, carries 0.220